Record 1
This record from the OMol25 dataset describes C41H40BrI2InN3O4Se2Si as an isolated structure. The level of theory is ωB97M-V/def2-TZVPD.

Values from the calculation:
Calculated total energy (Ha): -10503.64711
Net charge: -1
Energy above the lowest of the compared OMol25 structures with the same formula, charge and spin (kcal/mol): 19.5
Lowest unoccupied orbital energy (eV): 1.964
HOMO energy (Eh): -0.1579

Structure (XYZ):
```
95
Properties=species:S:1:pos:R:3:forces:R:3
In -0.728 -0.259 -0.449 0.0 -0.1 0.2
I 1.287 4.541 -6.526 0.0 0.0 0.0
C 0.378 3.364 -5.051 0.0 0.1 -0.1
C -0.965 3.542 -4.757 0.0 0.0 0.0
C -1.528 2.781 -3.753 -0.1 0.0 0.0
I -3.540 3.056 -3.260 0.0 0.0 0.0
C -0.812 1.813 -3.002 0.1 0.0 0.0
O -1.388 1.144 -2.070 -0.1 0.1 0.0
C 0.566 1.672 -3.341 0.0 0.0 0.0
C 1.432 0.652 -2.644 0.0 0.1 0.0
N 1.367 0.673 -1.170 -0.2 -0.2 0.0
C 1.964 1.869 -0.556 0.0 0.0 0.0
C 1.191 3.130 -0.839 0.0 0.0 0.0
C 1.751 4.194 -1.535 0.0 0.0 0.0
C 0.958 5.292 -1.818 0.0 0.0 0.0
C -0.359 5.290 -1.385 0.0 0.0 0.0
C -0.816 4.196 -0.668 0.0 0.0 0.0
N -0.059 3.140 -0.395 0.0 0.0 0.0
C 1.129 2.436 -4.350 0.0 0.0 0.0
H -1.561 4.268 -5.291 0.0 0.0 0.0
H 2.471 0.794 -2.970 0.0 0.0 0.0
H 1.122 -0.349 -2.950 0.0 0.0 0.0
H 1.884 -0.128 -0.804 0.1 0.1 0.0
H 2.999 1.992 -0.902 0.0 0.0 0.0
H 1.984 1.695 0.523 0.0 0.0 0.0
H 2.775 4.138 -1.883 0.0 0.0 0.0
H 1.354 6.123 -2.389 0.0 0.0 0.0
H -1.026 6.112 -1.607 0.0 0.0 0.0
H -1.835 4.159 -0.300 0.0 0.0 0.0
H 2.182 2.313 -4.576 0.0 0.0 0.0
O 4.638 -4.728 1.788 0.0 0.0 0.0
C 3.922 -3.691 1.290 0.0 0.1 0.1
C 3.526 -3.620 -0.041 -0.1 0.0 -0.1
C 2.774 -2.535 -0.437 0.1 0.0 0.1
N 2.456 -1.525 0.377 0.5 0.0 0.0
C 2.839 -1.627 1.630 -0.1 0.1 0.0
Br 2.257 -0.243 2.794 0.0 0.0 0.0
C 3.567 -2.673 2.162 0.0 -0.1 -0.1
H 4.728 -5.407 1.110 0.0 0.0 0.0
H 3.750 -4.417 -0.738 0.0 0.0 0.0
H 2.386 -2.464 -1.448 0.0 0.0 0.0
H 3.824 -2.720 3.209 0.0 0.0 0.0
O -3.923 -5.718 -0.304 0.0 0.0 0.1
C -2.967 -5.229 -1.238 0.0 -0.1 0.1
C -2.284 -3.916 -0.828 0.0 0.0 0.1
C -3.347 -2.823 -0.704 0.0 0.0 -0.1
O -4.081 -2.597 -1.895 0.0 0.0 0.0
C -1.233 -3.651 -1.931 0.0 0.1 0.1
Se -1.014 -1.809 -2.561 -0.1 0.1 0.0
C -1.604 -4.084 0.541 0.0 0.1 -0.2
Se -0.257 -2.711 1.022 0.0 -0.3 -0.1
H -4.604 -5.043 -0.212 0.0 0.0 0.0
H -3.433 -5.094 -2.219 0.0 0.0 0.0
H -2.208 -6.011 -1.320 0.0 0.0 0.0
H -2.875 -1.904 -0.351 -0.1 0.0 0.0
H -4.071 -3.097 0.071 0.0 0.0 0.0
H -3.482 -2.108 -2.484 0.0 0.0 0.0
H -1.486 -4.196 -2.844 0.0 0.0 0.1
H -0.259 -3.992 -1.584 0.0 -0.1 0.0
H -1.076 -5.039 0.559 0.0 0.0 0.0
H -2.359 -4.122 1.328 0.0 0.0 0.0
C -6.406 -0.106 0.430 0.0 0.0 0.0
C -5.472 0.359 -0.484 0.0 0.0 0.0
C -4.156 0.553 -0.092 0.0 0.0 0.0
C -3.746 0.286 1.218 -0.1 0.0 0.2
C -4.701 -0.176 2.127 0.0 0.0 -0.1
C -6.020 -0.372 1.737 0.0 0.0 0.0
Si -1.957 0.589 1.726 0.2 0.2 -0.4
C -1.694 -0.226 3.421 0.0 0.1 0.0
C -2.022 -1.566 3.650 0.1 0.0 0.0
C -1.892 -2.139 4.907 0.0 0.0 -0.1
C -1.438 -1.384 5.977 0.0 0.0 0.0
C -1.133 -0.045 5.783 0.0 0.0 0.0
C -1.267 0.525 4.523 0.0 -0.2 -0.1
C -1.798 2.440 2.090 -0.1 0.0 0.1
C -0.572 3.006 2.452 0.0 0.0 0.0
C -0.467 4.338 2.813 0.0 0.0 0.0
C -1.597 5.148 2.812 0.0 0.0 0.0
C -2.823 4.611 2.455 0.0 0.0 0.0
C -2.920 3.268 2.101 0.0 0.0 0.0
H -7.431 -0.273 0.123 0.0 0.0 0.0
H -5.757 0.547 -1.511 0.0 0.0 0.0
H -3.441 0.912 -0.829 0.0 0.0 0.0
H -4.408 -0.397 3.147 0.0 0.0 0.0
H -6.746 -0.740 2.453 0.0 0.0 0.0
H -2.361 -2.181 2.829 0.0 0.0 0.0
H -2.139 -3.186 5.041 0.0 0.0 0.0
H -1.331 -1.832 6.958 0.0 0.0 0.0
H -0.795 0.562 6.615 0.0 0.0 0.0
H -1.037 1.574 4.407 0.0 0.1 0.0
H 0.322 2.389 2.441 0.0 0.0 0.0
H 0.498 4.752 3.082 0.0 0.0 0.0
H -1.518 6.193 3.086 0.0 0.0 0.0
H -3.708 5.236 2.452 0.0 0.0 0.0
H -3.886 2.861 1.826 0.0 0.0 0.0
```
Forces are in eV/Å.

Atomic partial charges in e from the Löwdin method, atoms 1 to 4: number 1, In, carries 0.3831; number 2, I, carries 0.7788; number 3, C, carries -0.7558; number 4, C, carries -0.2482

Record 2
This record from the OMol25 dataset describes C41H41AsF5N6OS3Ti as an isolated structure at a distorted geometry. The level of theory is ωB97M-V/def2-TZVPD.

Values from the calculation:
Calculated total energy (Ha): -6769.76779
Net charge: +1
Energy above the lowest of the compared OMol25 structures with the same formula, charge and spin (kcal/mol): 1.3
Lowest unoccupied orbital energy (eV): -4.058
HOMO energy (Eh): -0.3833

Structure (XYZ):
```
99
Properties=species:S:1:pos:R:3:forces:R:3
Ti -1.084 -0.352 1.434 -1.4 1.8 -1.4
C -0.557 2.775 6.760 -0.1 -0.2 0.0
C -1.360 1.516 6.453 0.3 0.2 0.2
N -2.031 1.591 5.166 -0.1 0.0 0.0
C -1.508 1.147 4.032 0.0 -0.1 -0.3
S -2.505 1.203 2.602 0.0 -0.3 -0.1
N -0.272 0.665 4.042 0.4 0.3 1.2
N 0.154 0.238 2.866 0.7 0.3 0.3
C 1.382 -0.177 2.702 -0.2 0.0 0.7
C 2.295 -0.420 3.856 -0.1 0.0 -0.1
C 1.784 -0.245 1.309 0.5 0.0 -0.9
C 3.115 -0.224 0.893 -0.4 -0.1 0.4
C 3.403 -0.097 -0.451 -0.2 0.1 -0.2
C 2.356 0.002 -1.359 0.2 -0.1 0.2
C 1.062 -0.070 -0.883 -0.1 0.1 -0.3
N 0.775 -0.177 0.414 0.8 -0.3 0.1
H -0.049 2.664 7.716 0.0 0.0 0.0
H -1.210 3.645 6.817 0.0 0.1 0.0
H 0.186 2.944 5.983 0.1 0.0 0.0
H -2.124 1.355 7.214 0.0 -0.1 0.0
H -0.703 0.648 6.423 -0.1 0.0 0.1
H -2.955 1.992 5.121 0.0 -0.1 0.0
H 1.694 -0.793 4.685 0.1 0.1 0.0
H 2.781 0.500 4.185 0.0 0.1 0.0
H 3.062 -1.151 3.606 0.0 0.0 -0.1
H 3.905 -0.299 1.623 0.1 0.0 0.1
H 4.430 -0.065 -0.784 0.0 0.0 0.0
H 2.537 0.104 -2.418 0.0 0.0 -0.1
H 0.223 -0.037 -1.569 0.0 0.0 0.1
S -2.194 0.485 -0.506 -0.1 0.0 0.0
C -2.252 -0.727 -1.793 0.1 -0.3 0.1
C -2.873 -0.358 -2.987 0.0 0.0 0.1
C -2.926 -1.240 -4.050 0.0 0.0 0.0
C -2.369 -2.507 -3.940 0.0 0.0 0.0
C -1.774 -2.888 -2.751 0.2 -0.1 0.2
C -1.697 -2.006 -1.674 -0.1 0.2 -0.1
As -1.045 -2.568 0.065 0.3 -1.3 -1.5
C -1.840 -4.356 0.061 -0.3 0.0 0.3
C -1.061 -5.493 0.247 0.2 0.3 0.1
C -1.629 -6.751 0.117 -0.1 -0.1 0.0
C -2.976 -6.881 -0.176 0.0 0.0 0.0
C -3.764 -5.749 -0.323 0.0 0.0 0.0
C -3.199 -4.490 -0.215 0.0 0.2 0.0
C 0.809 -3.156 -0.157 0.1 0.2 0.3
C 1.441 -3.376 -1.373 -0.3 0.1 -0.1
C 2.772 -3.766 -1.408 0.0 0.0 -0.1
C 3.481 -3.946 -0.230 0.0 0.0 0.0
C 2.846 -3.765 0.989 0.0 0.0 0.0
C 1.519 -3.372 1.025 -0.2 0.0 0.1
H -3.322 0.622 -3.058 0.0 0.0 -0.1
H -3.417 -0.939 -4.964 0.0 0.0 -0.1
H -2.418 -3.198 -4.769 0.0 0.0 0.0
H -1.376 -3.890 -2.631 -0.1 0.0 -0.1
H -0.007 -5.404 0.483 -0.1 -0.1 0.0
H -1.015 -7.631 0.244 0.0 0.0 0.0
H -3.412 -7.863 -0.294 0.0 0.0 0.0
H -4.821 -5.850 -0.525 0.0 0.0 -0.1
H -3.812 -3.606 -0.354 0.0 -0.1 0.0
H 0.885 -3.246 -2.295 0.1 0.1 0.0
H 3.254 -3.928 -2.361 0.0 0.0 -0.1
H 4.520 -4.242 -0.254 0.0 0.0 -0.1
H 3.383 -3.927 1.914 0.0 0.0 0.0
H 1.014 -3.263 1.982 0.1 0.1 0.0
F -1.855 -1.438 4.177 0.0 -0.1 -0.1
C -1.860 -1.754 2.844 -0.2 -1.1 1.1
F -1.176 -2.972 2.832 0.1 0.1 -0.1
C -3.330 -2.066 2.500 -0.8 -0.1 -0.3
F -3.622 -3.363 2.483 0.1 0.0 0.3
F -4.178 -1.446 3.307 0.0 -0.1 0.1
F -3.602 -1.613 1.233 0.1 0.0 0.2
C -0.523 2.133 -4.403 0.1 0.2 0.1
C -0.063 3.464 -3.817 -0.2 0.0 0.0
C -0.873 3.902 -2.594 0.2 0.1 -0.2
N -0.520 3.154 -1.398 0.0 0.2 0.0
C -0.063 3.622 -0.243 0.0 -0.5 0.0
S 0.070 2.617 1.098 0.1 0.2 0.4
N 0.297 4.935 -0.097 -0.1 0.4 0.0
C 0.899 5.856 -0.984 -0.1 -0.1 0.1
O 0.621 7.024 -0.893 0.1 0.0 0.0
C 1.941 5.313 -1.889 0.3 0.0 -0.1
C 2.323 6.068 -2.998 -0.1 0.0 0.1
C 3.365 5.639 -3.801 0.0 0.0 0.0
C 4.038 4.465 -3.496 0.0 0.0 0.0
C 3.663 3.712 -2.392 0.0 0.0 -0.1
C 2.622 4.135 -1.585 -0.1 0.1 0.0
H -0.035 1.966 -5.361 0.0 -0.1 0.0
H -1.599 2.134 -4.568 -0.1 0.0 0.0
H -0.279 1.296 -3.748 0.0 -0.1 0.1
H -0.168 4.246 -4.571 0.0 0.0 0.0
H 0.993 3.403 -3.549 0.0 0.1 0.0
H -1.938 3.745 -2.789 0.0 0.1 0.1
H -0.721 4.964 -2.405 -0.1 -0.1 0.0
H -0.908 2.214 -1.327 0.2 0.0 0.0
H 0.102 5.328 0.815 0.0 -0.1 0.0
H 1.801 6.990 -3.214 0.0 0.0 0.0
H 3.653 6.221 -4.666 0.0 0.0 0.0
H 4.864 4.142 -4.114 0.0 0.0 0.0
H 4.186 2.795 -2.159 0.1 0.0 0.0
H 2.363 3.562 -0.705 0.0 0.0 0.1
```
Forces are in eV/Å.

Atomic partial charges in e from the Löwdin method, atoms 1 to 4: number 1, Ti, carries 0.4709; number 2, C, carries -0.0751; number 3, C, carries -0.2230; number 4, N, carries 0.0195

Record 3
This record from the OMol25 dataset describes a 9-piece molecular cluster, C41H41Br3N8 overall at a distorted geometry. The level of theory is ωB97M-V/def2-TZVPD.

Values from the calculation:
Calculated total energy (Ha): -9746.91914
Net charge: 0
Energy above the lowest of the compared OMol25 structures with the same formula, charge and spin (kcal/mol): 0.0
Lowest unoccupied orbital energy (eV): 0.344
SMILES string: BrC(Br)Br.c1ccncc1.c1ccncc1.c1ccncc1.c1ccncc1.c1ccncc1.c1ccncc1.c1ccncc1.c1ccncc1
HOMO energy (Eh): -0.3355

Structure (XYZ):
```
93
Properties=species:S:1:pos:R:3:forces:R:3
N 1.026 -1.054 4.279 1.0 -0.7 -0.3
C 1.046 0.142 4.801 0.9 1.1 0.9
C -0.075 0.893 5.052 -0.1 0.1 0.8
C -1.312 0.325 4.759 0.6 -0.1 -0.6
C -1.362 -0.922 4.160 1.1 0.3 0.2
C -0.146 -1.549 3.962 -0.6 -1.4 0.4
H 1.989 0.537 5.203 -0.1 -0.3 -0.6
H 0.144 1.784 5.652 -0.9 0.0 -0.5
H -2.224 0.809 4.930 -1.1 0.9 0.5
H -2.247 -1.449 3.895 -0.7 0.0 -0.1
H -0.131 -2.615 3.743 -0.1 0.1 -0.6
N 0.862 5.469 -0.660 1.0 0.3 0.8
C 1.815 5.848 -1.503 -0.7 0.0 -1.4
C 1.600 5.961 -2.892 0.9 0.3 0.7
C 0.345 5.595 -3.367 0.4 0.1 0.0
C -0.642 5.255 -2.475 0.0 -0.2 0.2
C -0.336 5.214 -1.136 -0.7 0.1 0.4
H 2.800 6.074 -1.133 0.1 0.0 0.4
H 2.468 6.371 -3.469 -1.2 -0.7 0.1
H 0.079 5.515 -4.392 0.2 0.4 -0.9
H -1.640 5.008 -2.785 -0.2 -0.1 -0.2
H -1.118 4.996 -0.416 0.1 -0.2 0.1
N -0.530 -3.268 -3.272 -0.2 -0.8 0.1
C -1.451 -2.676 -4.011 -1.8 0.6 0.2
C -1.248 -1.449 -4.620 1.0 0.0 -1.0
C 0.066 -0.912 -4.683 -1.4 -2.1 1.3
C 1.045 -1.571 -3.969 -0.6 -0.2 0.0
C 0.659 -2.720 -3.268 0.8 1.3 -0.3
H -2.493 -3.110 -4.014 1.3 0.3 0.0
H -2.069 -1.001 -5.163 0.0 0.2 0.0
H 0.282 -0.059 -5.219 0.3 1.8 -1.0
H 2.061 -1.206 -3.864 -0.1 0.0 -0.2
H 1.399 -3.091 -2.621 0.7 -1.1 0.9
N 3.073 1.884 -1.822 0.2 -0.8 -0.3
C 1.909 2.375 -2.229 1.1 0.3 -1.0
C 1.587 2.397 -3.595 -1.2 0.1 0.6
C 2.440 1.897 -4.565 -0.3 0.4 0.6
C 3.659 1.449 -4.137 0.2 -0.9 -0.2
C 3.845 1.386 -2.788 1.7 -1.4 1.1
H 1.313 2.769 -1.433 -0.7 0.3 0.1
H 0.590 2.746 -3.832 0.0 0.0 -0.3
H 2.152 1.753 -5.576 -0.4 0.4 -0.8
H 4.409 0.929 -4.733 -0.4 0.3 -0.3
H 4.670 0.673 -2.528 -0.3 1.2 0.6
N -3.830 -3.485 1.676 0.2 -1.1 0.1
C -3.134 -2.792 0.756 -1.2 -1.9 0.4
C -2.386 -3.437 -0.199 0.4 -0.4 0.0
C -2.292 -4.821 -0.175 1.4 1.0 -0.6
C -2.959 -5.532 0.786 0.6 -1.5 -0.6
C -3.707 -4.863 1.681 -1.8 2.5 1.0
H -3.290 -1.749 0.659 0.0 1.0 0.5
H -1.857 -2.820 -0.899 0.2 -0.2 -0.5
H -1.567 -5.277 -0.835 -0.3 -0.3 -0.3
H -2.886 -6.617 0.819 0.0 0.2 0.0
H -4.363 -5.415 2.378 0.6 0.6 -0.1
N -3.654 0.338 1.875 -1.6 -1.2 0.5
C -3.296 1.481 2.387 1.0 0.6 -0.3
C -4.094 2.262 3.204 1.3 0.8 0.0
C -5.347 1.863 3.467 -2.5 0.4 2.0
C -5.765 0.629 3.028 -0.6 0.2 -0.3
C -4.887 -0.079 2.279 0.7 -1.7 -1.4
H -2.297 1.798 2.122 0.0 0.3 0.1
H -3.662 3.149 3.627 0.0 0.4 0.0
H -6.051 2.400 4.146 0.8 0.0 -0.7
H -6.775 0.255 3.164 0.2 0.0 0.3
H -5.206 -1.085 1.982 0.4 0.3 -0.2
N 2.178 -3.392 -0.170 1.7 0.1 -0.4
C 1.739 -3.525 1.053 0.5 -0.1 1.0
C 2.601 -3.619 2.184 -2.6 0.3 0.3
C 3.919 -3.510 2.011 2.3 1.1 -0.2
C 4.433 -3.300 0.726 0.1 -0.3 -0.9
C 3.554 -3.297 -0.319 -2.1 -0.2 -0.2
H 0.664 -3.500 1.181 -0.2 -0.2 0.1
H 2.207 -3.596 3.208 -0.1 -0.3 -0.6
H 4.575 -3.375 2.861 0.1 -0.4 0.1
H 5.471 -3.144 0.430 -0.1 -0.1 0.7
H 3.862 -3.211 -1.356 0.2 0.1 0.1
N -0.687 1.814 0.440 0.2 -0.6 -0.5
C -1.177 1.242 -0.664 -0.2 -0.2 0.2
C -0.982 -0.090 -1.026 -0.1 1.4 0.7
C -0.155 -0.830 -0.232 0.4 -1.2 -1.2
C 0.465 -0.246 0.839 -0.6 -1.1 0.8
C 0.101 1.020 1.183 0.0 1.6 0.6
H -1.841 1.819 -1.282 -0.2 0.5 -0.1
H -1.538 -0.483 -1.836 -0.2 -0.4 -0.8
H 0.022 -1.864 -0.532 0.2 0.2 0.4
H 0.940 -0.890 1.558 0.7 0.2 0.0
H 0.430 1.456 2.130 0.1 -0.1 -0.3
C 4.488 2.209 1.002 -1.1 -0.6 -0.3
Br 3.292 3.744 1.340 0.8 -0.8 0.0
Br 3.730 0.535 1.733 0.4 0.6 0.2
Br 6.346 2.451 1.395 -0.3 0.1 0.1
H 4.355 1.974 -0.051 0.2 0.6 0.0
```
Forces are in eV/Å.

Atomic partial charges in e from the Löwdin method, atoms 1 to 4: number 1, N, carries 0.0666; number 2, C, carries -0.1937; number 3, C, carries -0.0647; number 4, C, carries -0.0647